# 1
Molecular formula: C3H5PS
Method: DFT, ωB97M-V with the def2-TZVPD basis set

Frontier orbital gap (alpha / beta) ... 7.929 / 7.928 eV
Lowest unoccupied orbital energy (alpha / beta) ... -0.973 / -0.973 eV
ΔE to the lowest compared entry with this formula, charge and spin ... 46.9 kcal per mole
Electronic energy ... -856.74169 Ha
Maximum force ... 0.10026 Eh/bohr
HOMO (alpha / beta) ... -8.902 / -8.901 eV

```
! wB97M-V def2-TZVPD RIJCOSX def2/J DEFGRID3
* xyz 0 1
S 3.20072 -0.21899 0.35437
P -2.29283 -0.73140 -0.09843
C -0.83211 0.35655 -0.41900
C 1.87234 0.52700 -0.18382
C 0.47075 0.02267 0.04281
H 1.79806 1.48389 -0.70505
H -1.51221 -1.72213 0.28529
H -2.26156 -0.17868 1.11432
H 0.40482 -0.94952 0.55867
H -0.84797 1.41062 -0.94915
*
```

# 2
Molecular formula: C10H24N4OP2PtS
Method: DFT, ωB97M-V with the def2-TZVPD basis set

Frontier orbital gap (alpha / beta) ... 4.741 / 5.235 eV
<S²> ... 3.78
Lowest unoccupied orbital energy (alpha / beta) ... -2.692 / -5.825 eV
ΔE to the lowest compared entry with this formula, charge and spin ... 124.3 kcal per mole
Electronic energy ... -1889.34704 Ha
Maximum force ... 0.17202 Eh/bohr
HOMO (alpha / beta) ... -7.434 / -11.060 eV

```
! wB97M-V def2-TZVPD RIJCOSX def2/J DEFGRID3
* xyz 1 4
Pt -0.00010 0.00006 0.43799
S -0.00010 0.00006 2.43799
P 1.66670 -1.39454 0.86539
P 0.80780 2.01326 0.65999
O 1.02620 0.48486 -1.19701
N -0.87380 -1.59154 -0.31231
N -0.00050 1.22806 4.76509
N -1.54870 0.88086 -0.33681
N 0.00150 -1.22854 4.76389
C 0.67020 0.10986 -2.50441
C 1.01410 1.26496 -3.46031
C -0.28900 -2.79384 -0.20581
C -1.55770 2.11226 -0.71661
C 1.40360 -1.17694 -2.91421
C -2.68480 -0.03134 -0.52921
C -0.00010 0.00006 4.05799
C 0.96350 -2.95434 0.37219
C -2.11860 -1.37404 -1.01931
C -0.36990 2.98866 -0.44121
H 0.00150 -1.23714 5.79379
H 2.87750 -1.13234 0.15859
H 2.49360 -0.99244 -2.93281
H 2.23050 -1.56144 2.16699
H -3.15100 -0.16404 0.46359
H 1.09120 -1.52494 -3.91711
H -2.85770 -2.18024 -0.83541
H 2.08580 2.36486 0.17009
H 0.78870 2.83866 1.83159
H 0.40840 2.16136 -3.23591
H 2.07990 1.53346 -3.34701
H -0.69080 3.94566 0.01179
H -0.42550 -0.07534 -2.59081
H -3.43320 0.39406 -1.22331
H 1.20770 -1.97784 -2.18321
H 0.00020 1.23556 5.79509
H -0.83050 -3.67034 -0.60231
H 1.43880 -3.93104 0.48979
H -2.43850 2.53196 -1.23301
H 0.83170 0.98816 -4.51481
H -1.96760 -1.31454 -2.11971
H 0.14810 3.23016 -1.38571
H -0.00180 2.12596 4.25969
H 0.00270 -2.12594 4.25689
*
```

# 3
Molecular formula: C9H11O3
Method: DFT, ωB97M-V with the def2-TZVPD basis set

Frontier orbital gap ... 7.893 eV
Lowest unoccupied orbital energy ... 3.222 eV
ΔE to the lowest compared entry with this formula, charge and spin ... 51.3 kcal per mole
Electronic energy ... -575.27665 Ha
Maximum force ... 0.11769 Eh/bohr
HOMO ... -4.671 eV

```
! wB97M-V def2-TZVPD RIJCOSX def2/J DEFGRID3
* xyz -1 1
O 2.77219 1.16122 -0.24409
O 0.98391 0.44154 -1.80562
O 4.02475 2.42515 1.03469
C -0.41115 -2.16034 0.32336
C -1.82754 -1.80263 0.24391
C -2.07300 -0.65840 -0.43089
C -2.90743 -2.53137 1.02908
C -1.11607 0.17666 -0.96411
C 0.18640 -0.24279 -1.02544
C 3.10467 2.21964 0.27961
C 1.99270 3.25098 0.15953
C 0.55778 -1.52052 -0.34096
H -3.08960 -2.23938 2.10381
H -3.94357 -2.45468 0.60173
H 1.66463 -1.74648 -0.54616
H -0.07285 -3.17496 0.88489
H 2.58964 4.10010 -0.46290
H 1.75399 3.81945 1.07697
H 1.72729 0.86102 -1.13245
H -3.04493 -0.43963 -0.39355
H -1.46788 1.12989 -1.38483
H 1.07180 3.00061 -0.21107
H -2.47573 -3.61509 1.20451
*
```

# 4
Molecular formula: C14H3Br5NO8Re
Method: DFT, ωB97M-V with the def2-TZVPD basis set

Frontier orbital gap (alpha / beta) ... 6.006 / 6.496 eV
<S²> ... 0.79
Lowest unoccupied orbital energy (alpha / beta) ... 0.298 / 0.899 eV
Electronic energy ... -14140.47361 Ha
Maximum force ... 0.08349 Eh/bohr
HOMO (alpha / beta) ... -5.708 / -5.597 eV

```
! wB97M-V def2-TZVPD RIJCOSX def2/J DEFGRID3
* xyz -1 2
Re 0.06090 0.05450 0.05770
Br 5.97660 3.66580 0.13290
Br -2.25580 -2.16110 6.75160
Br 3.66770 5.97340 0.13390
Br 0.47740 5.10940 -0.09430
Br 5.11450 0.47550 -0.10620
O 1.26470 1.25840 2.52550
O -1.68000 -3.66240 -0.10440
O -0.26900 -0.29090 2.13730
O -0.19350 -1.97320 -0.08960
O -3.65960 -1.68000 -0.10120
O 2.04790 0.24310 -0.22300
O -1.96780 -0.19630 -0.07900
O 0.24700 2.04200 -0.21600
N 0.70660 0.67650 6.64920
C 4.16890 3.18050 -0.04020
C 3.82250 1.83960 -0.13730
C 0.19490 0.18890 4.37280
C 0.44880 0.43690 2.91660
C -0.76830 -0.73480 4.76810
C -0.20400 -0.19610 7.03240
C -1.33030 -2.51530 -0.08270
C -0.96340 -0.92300 6.12330
C 3.18310 4.16560 -0.03850
C 0.90660 0.86960 5.35850
C 2.48090 1.46630 -0.19080
C -2.51130 -1.33210 -0.07860
C 1.84210 3.81810 -0.13230
C 1.46990 2.47640 -0.18730
H -0.33670 -0.32370 8.09980
H 1.66220 1.59390 5.09150
H -1.33310 -1.27480 4.02280
*
```

# 5
Molecular formula: CH5NO2
Method: DFT, ωB97M-V with the def2-TZVPD basis set

Frontier orbital gap ... 10.725 eV
Lowest unoccupied orbital energy ... 0.515 eV
ΔE to the lowest compared entry with this formula, charge and spin ... 15.0 kcal per mole
Electronic energy ... -246.33299 Ha
Maximum force ... 0.07152 Eh/bohr
HOMO ... -10.210 eV

```
! wB97M-V def2-TZVPD RIJCOSX def2/J DEFGRID3
* xyz 0 1
O 0.39160 0.80667 -3.39915
O -0.08117 -1.82352 0.47929
N -0.32365 0.17371 1.53165
C -0.01854 -1.11885 1.51956
H 0.00680 0.26033 -2.67686
H -0.44444 0.73573 0.68544
H 0.37474 -1.40274 2.52575
H -0.17469 0.63279 2.43365
H 0.26935 1.73588 -3.09933
*
```

# 6
Molecular formula: C3H8N2OS
Method: DFT, ωB97M-V with the def2-TZVPD basis set

Frontier orbital gap ... 9.636 eV
Lowest unoccupied orbital energy ... 0.883 eV
ΔE to the lowest compared entry with this formula, charge and spin ... 124.7 kcal per mole
Electronic energy ... -701.87886 Ha
Maximum force ... 0.12654 Eh/bohr
HOMO ... -8.753 eV

```
! wB97M-V def2-TZVPD RIJCOSX def2/J DEFGRID3
* xyz 0 1
S -1.84095 -0.03230 1.32276
O 1.22940 1.33856 -1.42397
N 1.57835 0.56965 -0.48549
N 0.76294 0.15173 0.39505
C -2.84237 -1.34732 0.48222
C -0.79573 0.80794 0.22736
C 2.97438 0.21089 -0.29486
H -3.82161 -1.59822 1.01743
H -2.23515 -2.14906 0.42194
H -0.92519 0.62480 -0.75869
H 3.49473 1.10495 -0.42340
H 3.14291 -0.36362 -1.24443
H 2.90951 -0.12942 0.74565
H -0.67631 1.72531 0.59088
H -2.95490 -0.91389 -0.57244
*
```

# 7
Molecular formula: C3H4BrClF2O
Method: DFT, ωB97M-V with the def2-TZVPD basis set

Frontier orbital gap ... 11.186 eV
Lowest unoccupied orbital energy ... 0.502 eV
ΔE to the lowest compared entry with this formula, charge and spin ... 0.0 kcal per mole
Electronic energy ... -3425.82596 Ha
Maximum force ... 0.06160 Eh/bohr
HOMO ... -10.684 eV

```
! wB97M-V def2-TZVPD RIJCOSX def2/J DEFGRID3
* xyz 0 1
Br 3.30681 0.20659 0.06567
Cl 0.62060 2.16599 -0.13332
F 1.12502 -0.34835 -1.38795
F 1.45215 -1.70481 0.36530
O -1.09651 0.41879 0.76490
C 1.48699 -0.35771 -0.01949
C -1.78318 -0.28223 -0.37660
C 0.35724 0.60164 0.69945
H -1.49715 -1.31473 -0.28141
H 0.64984 0.78415 1.82979
H -2.88974 -0.22533 -0.13240
H -1.73206 0.05598 -1.39395
*
```

# 8
Molecular formula: C5H10O3
Method: DFT, ωB97M-V with the def2-TZVPD basis set

Frontier orbital gap (alpha / beta) ... 8.004 / 6.804 eV
Lowest unoccupied orbital energy (alpha / beta) ... -0.792 / -1.527 eV
ΔE to the lowest compared entry with this formula, charge and spin ... 139.8 kcal per mole
Electronic energy ... -422.03374 Ha
Maximum force ... 0.04963 Eh/bohr
HOMO (alpha / beta) ... -8.796 / -8.332 eV

```
! wB97M-V def2-TZVPD RIJCOSX def2/J DEFGRID3
* xyz 0 1
O 1.53008 0.19479 -1.01168
O -1.05693 0.55441 -0.31972
O 1.32367 0.57786 1.29586
C -0.87829 -1.07164 1.46662
C 0.24321 2.31316 -0.28742
C 0.88127 0.45564 0.16321
C -0.38114 -1.68306 -0.97622
C -0.53638 -0.59323 0.07056
H -0.99085 -0.22711 2.14128
H 0.45514 -2.34012 -0.73396
H -0.43684 2.67588 0.46979
H -0.22687 -1.25668 -1.96329
H -0.09180 -1.72281 1.84972
H -1.81465 -1.63481 1.43255
H 1.27372 2.62045 -0.09078
H -0.08690 2.46200 -1.30752
H 2.08764 0.96049 -1.21306
H -1.29407 -2.28523 -0.98594
*
```

# 9
Molecular formula: C18H16O14Rb
Method: DFT, ωB97M-V with the def2-TZVPD basis set

Frontier orbital gap (alpha / beta) ... 3.762 / 2.737 eV
<S²> ... 0.78
Lowest unoccupied orbital energy (alpha / beta) ... 3.165 / 2.141 eV
Electronic energy ... -1772.86606 Ha
Maximum force ... 0.10850 Eh/bohr
HOMO (alpha / beta) ... -0.597 / -0.595 eV

```
! wB97M-V def2-TZVPD RIJCOSX def2/J DEFGRID3
* xyz -2 2
Rb 0.25487 1.11808 -0.73823
O 2.11058 -0.88722 -1.38970
O -0.36753 1.50874 -3.57416
O -3.67337 0.33826 2.40567
O -1.66244 0.94169 1.46812
O 3.49637 2.53970 2.39171
O 1.50147 -5.84463 0.37664
O 1.49610 3.20836 1.49184
O 0.16628 -1.45773 0.47297
O -3.84192 -1.88600 -5.71888
O 4.20873 -4.83610 -0.50050
O -1.91620 0.21219 3.67264
O -1.54312 -1.12344 -7.04428
O -2.47073 0.25559 -1.93249
O 2.34173 4.09196 3.53765
C -1.25721 0.75442 -4.04448
C 2.30808 3.25020 2.41619
C -2.35234 0.51803 2.45029
C 1.24149 4.91976 3.71565
C -0.87511 0.30341 -5.22847
C -4.31749 0.39688 1.08093
C 2.25623 -1.89207 -0.72254
C -2.43615 0.16956 -3.25537
C -0.57626 -0.15441 3.83528
C -2.99845 -1.20082 -5.15947
C 0.96668 -2.36595 0.10847
C -1.62150 -0.73294 -5.84532
C -3.23507 -0.73912 -3.81274
C 1.79993 -4.65245 0.16792
C 3.26617 -2.86168 -0.90941
C 0.73297 -3.81945 0.43827
C 3.64460 1.52941 1.35983
C 3.10311 -4.16575 -0.40663
H -0.31723 -1.21231 3.79223
H 0.03796 0.33638 3.08033
H -0.22476 -4.19171 0.77078
H -0.10221 0.33304 4.68721
H 0.03528 0.63739 -5.70391
H 4.14133 0.66614 1.80268
H -4.31310 -0.55366 0.54750
H 0.35609 4.33307 3.96052
H -3.94858 -1.24374 -3.17818
H 2.84707 1.08314 0.76579
H -5.32133 0.81879 1.12974
H 4.19010 1.91848 0.50009
H 1.38602 5.50522 4.62364
H -3.83266 1.11055 0.41481
H 1.04643 5.66584 2.94531
H 4.26888 -2.64310 -1.24585
*
```